<P>
Below is CHNOS in the gas phase, with properties calculated with ωB97M-V with the def2-TZVPD basis set.

Element x y z (Å)
C: -1.30997 0.39114 -0.10296
N: 1.55818 -0.53124 -0.34056
O: -2.44221 0.48641 0.10744
S: 0.03038 -0.51585 0.21506
H: 2.16362 0.16954 0.12103

Values from the calculation:
Net charge: 0
Highest occupied orbital energy, eV: -9.20
Kohn-Sham gap, eV: 8.00
Spin multiplicity: 1

<Q>
Below is CHNOS in the gas phase, with properties calculated with ωB97M-V with the def2-TZVPD basis set.

Element x y z (Å)
S: -1.64826 1.43154 -0.15624
C: -0.57701 0.28880 0.16590
N: 0.99683 -0.18982 0.11341
O: -0.19798 -0.89245 0.58690
H: 1.42642 -0.63806 -0.70997

Values from the calculation:
Net charge: 0
Structure (SMILES): S=C1NO1
Highest occupied orbital energy, eV: -9.56
Kohn-Sham gap, eV: 9.55
Spin multiplicity: 1

Here are the energies relative to the best structure, in kcal/mol: <P> 0.0; <Q> 16.8.

<P>
Below is C23H29N3O3S in the gas phase, with properties calculated with ωB97M-V with the def2-TZVPD basis set.

Element x y z (Å)
C: -9.25961 -0.39669 -1.16396
C: -8.52151 -0.87878 0.08176
C: -9.34774 -1.90923 0.84517
C: -8.20197 0.31335 0.99549
O: -7.33949 1.25673 0.38907
C: -6.01767 1.00808 0.28726
C: -5.35161 -0.09752 0.81685
C: -3.98707 -0.23515 0.65325
C: -3.24879 0.72321 -0.03626
C: -1.78772 0.64763 -0.23295
O: -1.10192 1.64167 -0.42885
N: -1.25978 -0.61694 -0.19710
C: 0.07001 -1.01760 -0.30650
S: 0.32781 -2.64478 -0.19818
N: 0.95646 -0.03193 -0.48059
C: 2.34287 -0.03548 -0.61004
C: 2.95015 1.21239 -0.75821
C: 4.32016 1.31386 -0.88829
C: 5.11825 0.17712 -0.88182
C: 6.61299 0.26819 -1.03486
N: 7.27447 -0.59736 -0.07227
C: 7.10230 -0.18523 1.31197
C: 8.02299 0.97864 1.70256
O: 9.37776 0.67474 1.43979
C: 9.57111 0.34544 0.07997
C: 8.68301 -0.83595 -0.33228
C: 4.50834 -1.06254 -0.73654
C: 3.13927 -1.17800 -0.59870
C: -3.91514 1.84352 -0.54135
C: -5.27296 1.98057 -0.39228
H: -9.40982 -1.21887 -1.85916
H: -10.23164 0.01053 -0.89412
H: -8.68687 0.38057 -1.66411
H: -7.57788 -1.33853 -0.23203
H: -10.28345 -1.46946 1.18319
H: -9.57833 -2.75511 0.20282
H: -8.80725 -2.27688 1.71483
H: -9.11886 0.87431 1.19724
H: -7.79051 -0.02830 1.95285
H: -5.88475 -0.85595 1.36769
H: -3.50447 -1.08915 1.10695
H: -1.89228 -1.39946 -0.08770
H: 0.52163 0.89919 -0.52051
H: 2.33756 2.10291 -0.76591
H: 4.77209 2.28966 -0.99768
H: 6.88687 -0.09334 -2.03264
H: 6.92218 1.32421 -0.96844
H: 6.05884 0.08867 1.47506
H: 7.34273 -1.04949 1.93904
H: 7.96031 1.17675 2.77367
H: 7.73443 1.89067 1.15635
H: 10.62738 0.09103 -0.02203
H: 9.35297 1.22170 -0.55135
H: 8.82396 -1.06141 -1.39096
H: 8.97435 -1.71236 0.25593
H: 5.12660 -1.94627 -0.72115
H: 2.69269 -2.15057 -0.48501
H: -3.33858 2.59513 -1.05834
H: -5.79487 2.83784 -0.78653

Values from the calculation:
Net charge: 0
Structure (SMILES): CC(C)COc1ccc(C(=O)NC(=S)Nc2ccc(CN3CCOCC3)cc2)cc1
Highest occupied orbital energy, eV: -8.10
Kohn-Sham gap, eV: 8.18
Spin multiplicity: 1

<Q>
Below is C23H29N3O3S in the gas phase, with properties calculated with ωB97M-V with the def2-TZVPD basis set.

Element x y z (Å)
C: 8.29564 5.53299 -4.21912
C: 6.96490 4.99502 -4.73616
C: 6.13229 6.10693 -5.36770
C: 6.18810 4.33442 -3.59475
O: 5.06679 3.67296 -4.15127
C: 4.21422 3.01559 -3.34122
C: 3.14063 2.37502 -3.97228
C: 2.21951 1.67196 -3.23613
C: 2.32077 1.59834 -1.84363
C: 1.30044 0.81127 -1.12248
O: 0.65820 -0.07780 -1.66426
N: 1.11679 1.15921 0.19040
C: 0.28567 0.57699 1.14542
S: 0.35472 1.25602 2.64911
N: -0.45030 -0.45354 0.71823
C: -1.34177 -1.30017 1.37318
C: -1.89486 -2.32663 0.60288
C: -2.77673 -3.22462 1.16270
C: -3.13810 -3.12240 2.50251
C: -4.08699 -4.12198 3.10682
N: -5.18089 -4.40756 2.18716
C: -5.92682 -5.60366 2.51643
C: -6.71072 -5.45243 3.84010
O: -6.91239 -4.09102 4.16192
C: -7.26006 -3.32791 3.02790
C: -6.09535 -3.28790 2.01059
C: -2.59582 -2.09415 3.25910
C: -1.70432 -1.18932 2.71126
C: 3.39392 2.22758 -1.21871
C: 4.33291 2.92462 -1.95444
H: 8.85054 5.99853 -5.02920
H: 8.12898 6.27903 -3.44486
H: 8.90340 4.73317 -3.80225
H: 7.15499 4.22566 -5.49109
H: 5.17431 5.71473 -5.69808
H: 5.95353 6.90300 -4.64757
H: 6.65055 6.52789 -6.22537
H: 6.82919 3.60954 -3.07476
H: 5.86035 5.09701 -2.87533
H: 3.06391 2.44459 -5.04556
H: 1.39664 1.16771 -3.71909
H: 1.63818 1.94533 0.55721
H: -0.30553 -0.66896 -0.27666
H: -1.61889 -2.41281 -0.43876
H: -3.20483 -4.01484 0.56592
H: -3.54790 -5.06271 3.26733
H: -4.43405 -3.75939 4.08479
H: -6.61885 -5.78482 1.68816
H: -5.24052 -6.45026 2.57768
H: -6.15477 -5.86899 4.68269
H: -7.68164 -5.96811 3.76831
H: -7.49285 -2.32976 3.40159
H: -8.16463 -3.75005 2.56394
H: -6.49596 -3.33356 0.99157
H: -5.52434 -2.36454 2.11101
H: -2.86993 -1.99355 4.29944
H: -1.29716 -0.40302 3.32307
H: 3.53787 2.15231 -0.15027
H: 5.15875 3.38881 -1.43926

Values from the calculation:
Net charge: 0
Structure (SMILES): CC(C)COc1ccc(C(=O)NC(=S)Nc2ccc(CN3CCOCC3)cc2)cc1
Highest occupied orbital energy, eV: -8.05
Kohn-Sham gap, eV: 8.19
Spin multiplicity: 1

Here are the energies relative to the best structure, in kcal/mol: <P> 0.0; <Q> 4.1.

<P>
Below is 2 unconnected molecules or ions with the total composition C2H4O5, with properties calculated with ωB97M-V with the def2-TZVPD basis set.

Element x y z (Å)
O: 1.19115 1.53218 -1.08894
C: 0.81082 1.06779 -0.07199
O: 1.45353 0.88928 1.04256
O: -0.63971 0.85420 0.03022
O: -1.03854 0.48339 1.34812
H: 0.90355 0.44053 1.70532
H: -1.94219 0.85033 1.39041
C: -0.20367 -1.50909 -1.07812
O: 0.75538 -1.48301 -0.33748
H: -0.19475 -0.98615 -2.05966
H: -1.09558 -2.13946 -0.88043

Values from the calculation:
Net charge: 0
Structure (SMILES): O=C(O)OO.C=O
Highest occupied orbital energy, eV: -10.35
Kohn-Sham gap, eV: 10.71
Spin multiplicity: 1

<Q>
Below is C2H4O5 in the gas phase, with properties calculated with ωB97M-V with the def2-TZVPD basis set.

Element x y z (Å)
O: -1.41066 -0.85240 -0.73503
C: -1.23167 0.06388 0.00985
O: -2.25801 1.26486 0.12881
O: -0.27545 0.57632 0.66568
C: 1.08867 -0.38074 0.23169
O: 2.13833 0.19796 0.82212
O: 1.26319 -0.50632 -1.10534
H: -3.14440 1.03302 0.44537
H: 0.85827 -1.32213 0.74526
H: 2.44900 0.93608 0.27629
H: 0.52273 -1.01053 -1.48471

Values from the calculation:
Net charge: 0
Structure (SMILES): O=C(O)OC(O)O
Highest occupied orbital energy, eV: -10.77
Kohn-Sham gap, eV: 11.31
Spin multiplicity: 1

Here are the energies relative to the best structure, in kcal/mol: <P> 61.1; <Q> 0.0.

<P>
Below is a gas-phase ion, C5H14N2 (charge +2), with properties calculated with ωB97M-V with the def2-TZVPD basis set.

Element x y z (Å)
C: -2.92214 0.09641 0.01326
N: -1.58816 -0.37788 -0.09608
C: -0.58770 0.39638 0.13456
N: 0.88285 0.02267 0.05926
C: 1.08859 -1.42508 0.34077
C: 1.62444 1.00002 0.95401
C: 1.11720 0.20103 -1.44794
H: -3.20174 0.44984 -1.08116
H: -2.87980 1.01253 0.66503
H: -3.65521 -0.63459 0.46818
H: -1.54785 -1.37434 -0.26743
H: -0.75063 1.29640 0.57021
H: 2.09792 -1.68592 0.03055
H: 1.04432 -1.47038 1.40676
H: 0.30941 -1.96236 -0.13598
H: 1.01352 1.26452 1.83112
H: 2.56956 0.56003 1.34352
H: 1.96110 1.80390 0.40943
H: 0.32811 0.94892 -1.67313
H: 2.11999 0.62463 -1.58098
H: 0.97625 -0.74672 -1.94398

Values from the calculation:
Net charge: +2
Structure (SMILES): C/[NH+]=C/[N+](C)(C)C
Highest occupied orbital energy, eV: -21.39
Kohn-Sham gap, eV: 11.37
Spin multiplicity: 1

<Q>
Below is a gas-phase ion, C5H14N2 (charge +2), with properties calculated with ωB97M-V with the def2-TZVPD basis set.

Element x y z (Å)
C: 2.21334 -2.27897 1.34726
N: 1.35394 -1.54371 0.78279
C: 1.44290 -0.07890 0.58679
C: 0.49549 0.44005 -0.48412
C: -1.03192 0.42404 -0.24695
C: -1.80347 0.12152 -1.51827
N: -1.50904 1.78457 0.25354
H: 2.08707 -3.34358 1.52492
H: 3.07609 -1.78179 1.75484
H: 0.53089 -1.92729 0.32543
H: 1.26624 0.37472 1.56079
H: 2.48085 0.19950 0.39427
H: 0.88329 1.42087 -0.76790
H: 0.70262 -0.08353 -1.42067
H: -1.25141 -0.30862 0.51892
H: -2.01969 1.00516 -2.12968
H: -1.31973 -0.55314 -2.22353
H: -2.79152 -0.29853 -1.31939
H: -0.78930 2.49398 0.07169
H: -1.69137 1.82368 1.25755
H: -2.32528 2.10995 -0.26828

Values from the calculation:
Net charge: +2
Structure (SMILES): C=[NH+]CC[C@H](C)[NH3+]
Highest occupied orbital energy, eV: -20.41
Kohn-Sham gap, eV: 12.06
Spin multiplicity: 1

<R>
Below is a gas-phase ion, C5H14N2 (charge +2), with properties calculated with ωB97M-V with the def2-TZVPD basis set.

Element x y z (Å)
C: 0.00843 2.17552 2.78116
N: 0.58645 1.37906 1.98109
C: -0.03836 0.15560 1.40568
C: -0.29123 0.29496 -0.08964
C: 0.26602 -0.78906 -1.00794
C: 0.56983 -0.32957 -2.40825
N: -0.73600 -1.96406 -1.11068
H: 0.51718 3.05071 3.15291
H: -1.00102 1.96885 3.12440
H: 1.50128 1.59985 1.59579
H: 0.61734 -0.67899 1.65978
H: -0.91301 -0.00995 2.00835
H: -1.36629 0.43103 -0.27331
H: 0.03807 1.25849 -0.47289
H: 1.14496 -1.24199 -0.55593
H: 1.22699 0.53826 -2.35155
H: 1.09228 -1.06962 -3.00703
H: -0.28619 0.03047 -2.96293
H: -0.64208 -2.64483 -0.35706
H: -0.58178 -2.49866 -1.97095
H: -1.71288 -1.65606 -1.14097

Values from the calculation:
Net charge: +2
Structure (SMILES): C=[NH+]CC[C@H](C)[NH3+]
Highest occupied orbital energy, eV: -20.50
Kohn-Sham gap, eV: 12.27
Spin multiplicity: 1

Here are the energies relative to the best structure, in kcal/mol: <P> 69.0; <Q> 7.1; <R> 0.0.